Computed, not measured: C20H35AsF6HfN5 as an isolated structure in a non-equilibrium geometry, with the ωB97M-V functional and the def2-TZVPD basis.

- Total energy: -107175.911 eV
- Energy relative to the best compared isomer or geometry (same formula, charge and spin): 604.2 kJ/mol
- Lowest unoccupied orbital energy: -14.7254 eV
- Net charge: +3
- HOMO energy: -16.1 eV

Last column: Löwdin charge in e.
CARTESIAN COORDINATES (ANGSTROEM)
H 4.229 -2.871 3.228  0.12
N 2.868 0.309 3.523  0.08
H -1.517 5.363 0.473  0.12
H 4.945 -1.402 5.002  0.06
H 0.825 -2.489 -3.070  0.06
F -0.864 -0.300 0.903  -0.23
C -2.024 0.338 3.398  -0.08
H -4.727 -1.776 3.563  0.13
Hf 1.062 1.882 4.172  2.19
H -2.598 -1.534 2.737  0.15
H 5.908 -2.942 2.557  0.13
F 2.105 1.086 -0.239  -0.21
H 1.188 -4.659 -5.650  0.14
C 4.837 -0.997 2.456  -0.12
C 1.641 -2.714 -5.052  -0.20
H -0.211 4.134 -1.097  0.06
N 0.575 3.670 2.499  0.09
C -0.190 5.219 -1.215  -0.08
C -3.986 -1.851 -4.560  -0.19
C 1.244 -1.830 -3.836  -0.09
H -3.465 -0.177 1.983  0.15
H -3.212 -0.512 5.881  0.07
H -0.946 5.335 -1.998  0.09
C -0.670 5.906 0.047  -0.20
H 0.353 -1.299 -4.192  0.06
F -0.220 1.759 -0.227  -0.25
H 0.001 6.695 1.976  0.15
H -1.212 0.072 -3.881  0.10
C 0.590 -3.779 -5.376  -0.15
H -1.690 -1.479 -3.263  0.09
H -2.209 0.426 -1.611  0.04
H -3.003 1.275 -2.844  0.09
C -2.083 -0.506 -3.566  -0.26
H 0.704 5.649 -1.659  0.09
H -3.453 0.116 -5.202  0.13
N -4.756 -2.695 -4.380  0.21
F 0.395 -0.340 -1.262  -0.20
F 0.936 1.072 1.996  -0.44
H -0.065 -3.521 -6.210  0.13
C -3.699 -1.324 5.341  -0.08
H -2.414 -1.086 -5.658  0.13
C 3.756 -0.285 3.094  -0.11
C 0.314 5.924 1.266  -0.12
H 4.653 -1.093 1.384  0.15
H -3.774 -0.226 -2.256  0.08
H 5.682 -0.308 2.601  0.16
C 5.615 -2.149 4.556  -0.09
C -3.092 -0.577 2.926  -0.12
H 1.312 6.277 0.971  0.16
H -4.934 -0.099 3.994  0.12
H -4.613 -1.565 5.881  0.09
H 1.867 -2.119 -5.935  0.12
C 0.504 4.695 1.969  -0.09
As 0.660 0.328 0.306  0.82
H 6.616 -1.771 4.774  0.09
H -3.084 -2.214 5.222  0.09
C -4.199 -0.901 3.942  -0.22
C -3.019 -0.797 -4.789  -0.16
H -0.962 6.939 -0.127  0.13
C -2.825 0.252 -2.498  -0.09
H 2.597 -3.151 -4.734  0.12
C -0.326 -4.210 -4.311  -0.20
F 1.529 -1.051 0.881  -0.21
H 5.530 -3.037 5.180  0.09
H 2.048 -1.288 -3.352  0.08
N -1.042 -4.506 -3.459  0.19
N -1.182 1.053 3.730  0.07
C 5.177 -2.347 3.095  -0.20